Entry 1:
Density functional theory data (ωB97M-V/def2-TZVPD) for 2 unconnected molecules or ions with the total composition C2H7NO3.

Element x y z (Å)
N (0.4321, -2.2676, -1.1489)
C (0.6818, -0.8000, -1.1318)
C (0.1832, -0.1441, 0.1549)
O (0.9165, 0.1497, 1.0602)
O (-1.1265, 0.1116, 0.1413)
H (-0.4720, -2.4490, -0.7534)
H (1.1554, -2.7132, -0.6103)
H (1.7428, -0.5845, -1.2233)
H (0.1939, -0.4446, -2.0345)
H (-1.4084, 0.9573, 0.5751)
O (-0.9056, 2.5810, 1.3191)
H (-0.8312, 2.1452, 2.1613)
H (-0.5621, 3.4581, 1.4905)

## Properties
Lowest unoccupied orbital energy, eV: 0.50
HOMO level, hartree: -0.3432
HOMO-LUMO gap, Ha: 0.362
SMILES: NCC(=O)O.O

Here are the natural (NBO) charges for atoms 1 to 6, given in e:
1. N -0.814
2. C -0.328
3. C 0.781
4. O -0.592
5. O -0.728
6. H 0.360

=====

Entry 2:
Density functional theory data (ωB97M-V/def2-TZVPD) for a molecular structure, C26H37F4N5S3SbW.

Element x y z (Å)
W (-1.1992, -0.3758, 0.7972)
C (-0.3639, 2.5958, 2.9671)
N (0.0603, 1.4732, 2.1284)
C (-0.0076, 1.8706, 0.7379)
C (1.3315, 0.8973, 2.5659)
C (1.5302, -0.5186, 2.0459)
N (0.2241, -1.1919, 2.0128)
C (0.1536, -2.5804, 2.1266)
C (-1.1123, -3.1277, 1.9125)
F (-2.1105, -2.1964, 1.6172)
C (-1.4117, -4.4645, 1.8931)
F (-2.6580, -4.8578, 1.6508)
C (-0.4018, -5.3788, 2.1231)
C (0.8655, -4.8836, 2.3450)
F (1.8701, -5.7276, 2.5615)
C (1.1574, -3.5247, 2.3461)
F (2.4311, -3.1684, 2.5530)
H (0.3221, 3.4439, 2.8707)
H (-0.3881, 2.2851, 4.0113)
H (-1.3614, 2.9176, 2.6714)
H (0.8910, 2.3397, 0.3166)
H (-0.8675, 2.5098, 0.5566)
H (-0.0020, 0.9919, 0.0028)
H (1.2981, 0.8722, 3.6563)
H (2.1816, 1.5277, 2.2782)
H (2.2417, -1.0343, 2.6849)
H (1.9592, -0.5116, 1.0373)
H (-0.5965, -6.4411, 2.1204)
S (-2.7252, -0.0144, -0.9486)
C (-2.5672, -1.3543, -2.0529)
C (-3.5485, -1.6194, -3.0108)
C (-3.3632, -2.6459, -3.9137)
C (-2.1921, -3.4041, -3.8849)
C (-1.2090, -3.1401, -2.9533)
C (-1.3931, -2.1167, -2.0206)
S (-0.1528, -1.7121, -0.8675)
H (-4.4503, -1.0220, -3.0308)
H (-4.1282, -2.8617, -4.6470)
H (-2.0523, -4.2051, -4.5982)
H (-0.2990, -3.7258, -2.9314)
C (5.3105, 0.8240, -0.8016)
C (4.6093, 0.1559, -1.9804)
Sb (2.5505, 0.7821, -2.0873)
C (1.9656, -0.2152, -3.9079)
C (3.0693, -0.4984, -4.9197)
C (2.9222, 2.7908, -2.8131)
C (4.0427, 3.0024, -3.8221)
H (6.3730, 0.5776, -0.7681)
H (4.8731, 0.5129, 0.1503)
H (5.2343, 1.9133, -0.8531)
H (4.6263, -0.9310, -1.8808)
H (5.1088, 0.3940, -2.9196)
H (1.1690, 0.3919, -4.3448)
H (1.4913, -1.1460, -3.5879)
H (3.5358, 0.4162, -5.2842)
H (2.6758, -1.0330, -5.7866)
H (3.8588, -1.1157, -4.4889)
H (3.0979, 3.3898, -1.9156)
H (1.9682, 3.1379, -3.2187)
H (4.9897, 2.5838, -3.4786)
H (4.2077, 4.0663, -4.0042)
H (3.8110, 2.5420, -4.7822)
C (-4.9900, 4.4026, 2.8798)
C (-5.3894, 3.0202, 2.3636)
C (-4.3319, 1.9969, 2.6160)
N (-3.4838, 1.6040, 1.7379)
N (-2.6067, 0.6648, 2.2271)
C (-2.7687, 0.4030, 3.5044)
N (-1.9809, -0.4420, 4.1906)
S (-4.0915, 1.2728, 4.1895)
H (-5.7837, 5.1222, 2.6880)
H (-4.0862, 4.7529, 2.3809)
H (-4.8040, 4.3898, 3.9547)
H (-5.5540, 3.0392, 1.2865)
H (-6.3217, 2.6935, 2.8279)
H (-1.1344, -0.7779, 3.7459)
H (-2.1202, -0.6036, 5.1712)

## Properties
Lowest unoccupied orbital energy (spin up / spin down), eV: -3.63 / -3.65
Net charge: +1
HOMO level (spin up / spin down), hartree: -0.3606 / -0.3616
HOMO-LUMO gap (spin up / spin down), Ha: 0.227 / 0.228

Here are the Löwdin charges for atoms 1 to 6, given in e:
1. W 1.109
2. C -0.058
3. N -0.307
4. C -0.165
5. C -0.162
6. C -0.194

=====

Entry 3:
Density functional theory data (ωB97M-V/def2-TZVPD) for a molecular structure, C54H50IrN7O3P2.

Element x y z (Å)
Ir (0.0639, -1.7209, 0.6060)
N (2.0599, 0.7305, -0.7649)
P (1.7314, -0.9766, -0.7320)
C (3.4064, -1.5902, -0.4889)
C (4.1601, -2.1220, -1.5332)
C (5.4773, -2.5039, -1.3081)
C (6.0454, -2.3452, -0.0538)
C (5.2992, -1.8068, 0.9907)
C (3.9844, -1.4360, 0.7743)
C (1.2804, -1.3453, -2.4436)
C (1.0255, -0.3612, -3.3942)
C (0.5746, -0.7125, -4.6617)
C (0.3805, -2.0454, -4.9867)
C (0.6419, -3.0348, -4.0449)
C (1.0838, -2.6874, -2.7807)
P (1.1520, 1.9916, -0.2641)
C (1.6217, 3.4409, -1.1353)
C (1.1707, 3.6716, -2.4413)
C (1.6002, 4.8006, -3.1123)
C (2.4770, 5.6877, -2.4932)
C (2.9226, 5.4595, -1.1990)
C (2.4950, 4.3355, -0.5105)
C (1.1332, 2.1935, 1.4798)
C (2.1451, 1.6250, 2.2553)
C (2.2226, 1.9377, 3.6020)
C (1.2924, 2.7956, 4.1717)
C (0.2867, 3.3657, 3.3977)
C (0.2114, 3.0846, 2.0466)
H (2.8111, 0.9964, -1.3981)
H (3.7330, -2.2384, -2.5205)
H (6.0608, -2.9163, -2.1200)
H (7.0737, -2.6369, 0.1129)
H (5.7490, -1.6783, 1.9666)
H (3.3906, -1.0305, 1.5875)
H (1.1802, 0.6862, -3.1687)
H (0.3896, 0.0578, -5.3989)
H (0.0368, -2.3179, -5.9753)
H (0.5021, -4.0765, -4.3009)
H (1.2899, -3.4693, -2.0569)
H (0.4727, 2.9943, -2.9185)
H (1.2515, 4.9966, -4.1170)
H (2.8093, 6.5688, -3.0259)
H (3.5967, 6.1586, -0.7241)
H (2.8304, 4.1633, 0.5050)
H (2.8843, 0.9809, 1.7996)
H (3.0253, 1.5331, 4.2021)
H (1.3632, 3.0427, 5.2231)
H (-0.4226, 4.0512, 3.8408)
H (-0.5415, 3.5701, 1.4385)
C (-4.7181, -2.4036, -2.6128)
C (-4.6926, -3.3493, -1.5954)
C (-3.5287, -3.5679, -0.8810)
C (-2.4093, -2.8070, -1.1880)
C (-2.4191, -1.8386, -2.1786)
C (-3.5865, -1.6579, -2.9102)
N (-1.1881, -3.0562, -0.4751)
N (-0.9018, -4.2716, -0.4217)
C (0.2704, -4.5660, 0.2921)
C (0.6856, -5.8799, 0.3611)
C (1.8344, -6.1699, 1.0846)
C (2.4918, -5.1343, 1.7282)
C (2.0111, -3.8399, 1.6151)
N (0.9297, -3.5471, 0.8849)
H (-5.6256, -2.2545, -3.1826)
H (-5.5781, -3.9269, -1.3674)
H (-3.4878, -4.3031, -0.0894)
H (-1.5132, -1.2848, -2.4078)
H (-3.6104, -0.9384, -3.7142)
H (0.1017, -6.6392, -0.1394)
H (2.1971, -7.1864, 1.1536)
H (3.3787, -5.3131, 2.3196)
H (2.4804, -3.0120, 2.1179)
O (-2.8305, -1.4252, 1.4223)
C (-2.6075, -0.4269, 0.7928)
N (-3.4257, 0.5372, 0.3404)
C (-2.7380, 1.5749, -0.4182)
C (-1.3387, 1.0238, -0.2631)
O (-0.3387, 1.7106, -0.8003)
N (-1.2381, -0.0769, 0.3810)
C (-2.8216, 2.9519, 0.2462)
C (-3.3527, 3.1116, 1.5182)
C (-3.3790, 4.3723, 2.1059)
C (-2.8685, 5.4691, 1.4307)
C (-2.3491, 5.3119, 0.1496)
C (-2.3348, 4.0613, -0.4456)
C (-3.1904, 1.6549, -1.8789)
C (-4.5385, 1.9157, -2.1048)
C (-5.0207, 2.0357, -3.3976)
C (-4.1522, 1.9297, -4.4774)
C (-2.8059, 1.6894, -4.2552)
C (-2.3246, 1.5415, -2.9591)
H (-4.4252, 0.4026, 0.3219)
H (-3.7416, 2.2638, 2.0660)
H (-3.8139, 4.4940, 3.0892)
H (-2.8947, 6.4489, 1.8884)
H (-1.9774, 6.1704, -0.3941)
H (-1.9686, 3.9566, -1.4593)
H (-5.2192, 2.0478, -1.2703)
H (-6.0707, 2.2359, -3.5632)
H (-4.5264, 2.0392, -5.4863)
H (-2.1255, 1.6075, -5.0932)
H (-1.2709, 1.3346, -2.8211)
C (0.6712, -1.7962, 6.2605)
N (1.1835, -1.5231, 4.9141)
C (2.6269, -1.3477, 4.8224)
C (0.4050, -1.5541, 3.8383)
C (-1.0416, -1.9027, 4.0215)
O (0.8844, -1.3281, 2.6924)
H (1.3540, -1.3514, 6.9798)
H (0.6178, -2.8687, 6.4523)
H (-0.3084, -1.3517, 6.4065)
H (3.1286, -2.2390, 5.2025)
H (2.9385, -0.4998, 5.4315)
H (2.9134, -1.1794, 3.7903)
H (-1.1611, -2.7633, 4.6778)
H (-1.4903, -2.1093, 3.0550)
H (-1.5857, -1.0688, 4.4698)

## Properties
Lowest unoccupied orbital energy (spin up / spin down), eV: -8.23 / -8.74
Net charge: +3
Multiplicity: 2
HOMO level (spin up / spin down), hartree: -0.5461 / -0.5768
HOMO-LUMO gap (spin up / spin down), Ha: 0.244 / 0.256

Here are the Löwdin charges for atoms 1 to 6, given in e:
1. Ir 1.162
2. N -0.216
3. P 0.866
4. C -0.350
5. C -0.056
6. C -0.038

=====

Entry 4:
Density functional theory data (ωB97M-V/def2-TZVPD) for a single C22H25N3O6S molecule.

Element x y z (Å)
C (-2.1364, 3.8846, -3.4850)
C (-0.9886, 3.3597, -2.6366)
O (-0.4172, 2.2611, -3.3192)
C (0.6654, 1.6401, -2.7741)
C (1.2529, 1.9671, -1.5598)
C (2.3436, 1.2514, -1.0915)
C (2.8781, 0.1990, -1.8251)
N (3.9565, -0.5685, -1.3680)
C (4.6984, -0.1499, -0.2027)
S (3.8372, -2.2267, -1.6385)
O (4.1119, -2.5286, -3.0117)
O (4.6377, -2.8838, -0.6500)
C (2.0940, -2.5527, -1.3369)
C (1.3476, -3.2370, -2.2889)
C (0.0041, -3.4470, -2.0812)
C (-0.6086, -2.9542, -0.9225)
N (-1.9473, -3.1377, -0.7024)
C (-2.5447, -2.6672, 0.4094)
C (-1.8909, -1.9738, 1.3802)
C (-2.7294, -1.5265, 2.5408)
O (-3.9269, -1.7686, 2.5753)
N (-2.0656, -0.8853, 3.5137)
C (-2.7372, -0.3378, 4.6630)
C (-2.8970, 1.1790, 4.5537)
O (-1.6211, 1.7720, 4.6308)
C (-1.6531, 3.1674, 4.5026)
C (-0.4687, -1.6982, 1.2534)
O (0.1989, -1.0552, 2.0582)
C (0.1472, -2.2574, 0.0352)
C (1.5140, -2.0777, -0.1887)
C (2.3024, -0.1088, -3.0598)
C (1.2131, 0.5945, -3.5207)
H (-1.7656, 4.1926, -4.4586)
H (-2.8789, 3.1046, -3.6287)
H (-2.6011, 4.7348, -2.9939)
H (-0.2353, 4.1464, -2.4912)
H (-1.3586, 3.0415, -1.6516)
H (0.8720, 2.7747, -0.9550)
H (2.7666, 1.5321, -0.1412)
H (4.0784, -0.0949, 0.6978)
H (5.1515, 0.8233, -0.3935)
H (5.4786, -0.8889, -0.0412)
H (1.8459, -3.5870, -3.1786)
H (-0.5879, -3.9825, -2.8088)
H (-2.4870, -3.6405, -1.3934)
H (-3.6036, -2.8544, 0.5277)
H (-1.0869, -0.6534, 3.3651)
H (-3.7240, -0.8031, 4.7214)
H (-2.1573, -0.5687, 5.5598)
H (-3.3803, 1.4336, 3.5977)
H (-3.5373, 1.5448, 5.3718)
H (-2.2504, 3.6280, 5.3001)
H (-0.6234, 3.5111, 4.5761)
H (-2.0718, 3.4702, 3.5341)
H (2.0899, -1.5570, 0.5599)
H (2.7294, -0.8977, -3.6555)
H (0.7671, 0.3570, -4.4734)

## Properties
Lowest unoccupied orbital energy, eV: -0.20
HOMO level, hartree: -0.2980
HOMO-LUMO gap, Ha: 0.291
SMILES: CCOc1ccc(N(C)S(=O)(=O)c2ccc3[nH]cc(C(=O)NCCOC)c(=O)c3c2)cc1

Here are the natural (NBO) charges for atoms 1 to 6, given in e:
1. C -0.617
2. C -0.062
3. O -0.501
4. C 0.295
5. C -0.293
6. C -0.249

=====

Entry 5:
Density functional theory data (ωB97M-V/def2-TZVPD) for a single C4H6N2O molecule.

Element x y z (Å)
N (0.8276, 1.9957, -0.1521)
C (0.3776, 0.6912, 0.0078)
C (1.0885, -0.5068, 0.0058)
C (0.2159, -1.5269, 0.4405)
C (-1.0075, -0.9111, 0.6591)
O (-2.1348, -1.3079, -0.0562)
N (-0.8519, 0.4549, 0.5466)
H (0.4516, 2.5348, -0.9209)
H (1.8294, 2.0209, -0.1773)
H (2.1322, -0.6191, -0.2634)
H (0.3995, -2.6001, 0.3777)
H (-1.6621, -1.2759, -0.9110)
H (-1.6659, 1.0504, 0.4434)

## Properties
Lowest unoccupied orbital energy, eV: 0.75
HOMO level, hartree: -0.2798
HOMO-LUMO gap, Ha: 0.307
SMILES: Nc1ccc(O)[nH]1

Here are the natural (NBO) charges for atoms 1 to 6, given in e:
1. N -0.822
2. C 0.293
3. C -0.353
4. C -0.295
5. C 0.323
6. O -0.698

=====

Entry 6:
Density functional theory data (ωB97M-V/def2-TZVPD) for 3 unconnected molecules or ions with the total composition C4H11NO2.

Element x y z (Å)
C (0.8470, -1.0110, 0.2391)
C (2.1094, -1.5265, 0.7758)
O (-0.2313, 1.0868, -0.2373)
H (0.2378, 0.9671, 1.1882)
H (-0.0987, -1.3265, 0.6519)
H (0.8309, -0.6725, -0.7837)
H (2.9542, -0.8797, 0.5341)
H (2.0737, -1.7368, 1.8405)
H (2.2880, -2.4668, 0.2236)
C (-1.8101, 1.1737, -2.0163)
C (-1.4644, 0.7875, -0.5958)
O (0.7258, 0.5134, 1.9634)
N (-2.3571, 0.1995, 0.1264)
H (1.5161, 1.0383, 2.1388)
H (-1.9866, 0.0233, 1.0633)
H (-1.1412, 0.6616, -2.7134)
H (-2.8430, 0.9231, -2.2476)
H (-1.6504, 2.2456, -2.1509)

## Properties
Lowest unoccupied orbital energy (spin up / spin down), eV: -1.59 / -1.59
HOMO level (spin up / spin down), hartree: -0.3175 / -0.3175
HOMO-LUMO gap (spin up / spin down), Ha: 0.259 / 0.259

Here are the natural (NBO) charges for atoms 1 to 6, given in e:
1. C 0.186
2. C -0.722
3. O -0.805
4. H 0.516
5. H 0.216
6. H 0.224

=====

Number 1: F_max 1.29 eV/Å, energy -360.883862 a.u.. Number 2: F_max 2.03 eV/Å, energy -3187.780677 a.u.. Number 3: F_max 0.99 eV/Å, energy -3483.127052 a.u.. Number 4: F_max 1.12 eV/Å, energy -1867.245563 a.u.. Number 5: F_max 1.39 eV/Å, energy -340.710429 a.u.. Number 6: F_max 0.27 eV/Å, energy -364.116666 a.u..